Record 1
{"formula": "C30H19Cl5IrN7O2Se", "method": "the ωB97M-V functional and the def2-TZVPD basis", "symbols": ["Se", "Cl", "H", "C", "C", "C", "Cl", "N", "N", "C", "H", "H", "Ir", "C", "C", "C", "H", "H", "C", "C", "O", "C", "Cl", "H", "O", "Cl", "H", "C", "H", "C", "C", "C", "H", "C", "C", "H", "C", "N", "H", "H", "H", "N", "C", "H", "C", "H", "Cl", "H", "C", "C", "C", "C", "N", "C", "H", "C", "C", "N", "N", "C", "H", "C", "C", "C", "H"], "positions_angstrom": [[-1.1329, 5.4212, 4.4094], [-3.7484, -2.3584, -5.0464], [1.1663, 1.6993, 4.8939], [2.4634, 2.3183, -0.9859], [0.1923, -4.8167, 0.8441], [1.9058, 1.1894, -1.6678], [-1.0307, -1.7713, -3.6808], [7.2143, 1.6591, -0.8720], [0.2117, 0.0649, 1.5169], [-3.6145, -1.0364, -0.7855], [2.0376, -0.5663, 4.2484], [0.0812, 2.0830, -2.2246], [-0.8348, -0.6439, -0.2157], [-2.4831, -1.5676, -2.7850], [4.2149, 0.2032, -1.6930], [1.3883, -0.0060, 3.5963], [-2.9114, 4.7960, 0.4450], [2.6835, -4.4375, 0.4695], [-4.8868, -1.7084, -2.6951], [-2.4734, 3.8363, 0.2273], [2.5186, -0.8322, -0.5192], [-3.6989, -1.8498, -3.4064], [-3.5359, -0.5406, 0.8630], [4.8788, -0.5908, -1.9980], [-2.0832, -3.2607, 0.5407], [-6.3884, -2.0323, -3.4597], [0.3095, 0.3584, -2.8050], [0.6663, 1.1816, -2.2090], [1.8062, 3.1411, -0.7374], [-2.1801, 1.9115, -1.1591], [-2.3990, -1.1398, -1.4648], [-1.6217, 3.2618, 1.1556], [-3.3909, 3.5824, -1.7058], [2.7492, -0.0579, -1.7284], [-1.0755, 1.9687, 0.8874], [0.7730, -5.4866, 0.2177], [1.0068, -0.5448, 2.3739], [-0.8570, -2.6556, 0.2429], [3.2242, -3.5180, -0.9434], [-0.8295, -5.1872, 0.8618], [3.4422, -2.8471, 0.6635], [-0.2502, 3.8786, 4.4814], [0.9160, 1.2474, 3.9477], [4.2150, 3.2499, -0.2112], [1.4329, -2.7850, -0.0592], [0.5940, -4.8454, 1.8584], [-6.3038, -1.1131, -0.4756], [-2.3785, 1.3757, -2.0784], [4.6859, 1.3472, -1.1286], [-0.2422, 1.3191, 1.8178], [-4.8465, -1.2981, -1.3636], [2.7732, -3.4446, 0.0451], [-1.3846, 1.3162, -0.2783], [-1.3010, 3.8798, 2.4063], [1.3724, -1.5188, 2.0850], [3.7906, 2.3911, -0.7093], [0.2448, -3.4156, 0.3170], [-1.7591, 5.0593, 2.7890], [1.3234, -1.5175, -0.4786], [-2.7489, 3.1573, -0.9536], [2.4697, -0.6789, -2.5897], [6.0797, 1.5301, -0.9847], [-0.4537, 3.2199, 3.3528], [0.1005, 1.9344, 3.0607], [-2.0876, -3.5091, 1.4803]], "lowdin_charge": [1.086, 0.688, 0.115, -0.020, -0.017, -0.233, 0.701, 0.170, -0.043, -0.707, 0.100, 0.068, 1.429, -0.701, 0.065, -0.052, 0.115, 0.068, -0.708, 0.001, -0.108, -0.707, 0.757, 0.128, -0.085, 0.690, 0.018, 0.068, 0.120, -0.167, -0.382, -0.100, 0.102, -0.245, -0.182, 0.085, -0.119, -0.195, 0.090, 0.074, 0.086, -0.246, -0.002, 0.117, -0.321, 0.094, 0.698, 0.118, -0.223, -0.168, -0.704, -0.009, -0.146, -0.332, 0.104, -0.015, -0.299, -0.248, -0.064, -0.050, 0.156, -0.187, -0.334, -0.101, 0.108], "multiplicity": 5, "s2": 6.0470, "total_charge": 0, "homo_lumo_gap_ha": [0.1699, 0.2458], "fmax_ev_per_a": 2.05}



Record 2
{"formula": "C6H12N2", "method": "the ωB97M-V functional and the def2-TZVPD basis", "symbols": ["H", "H", "H", "H", "H", "N", "C", "H", "C", "N", "H", "H", "C", "C", "C", "H", "C", "H", "H", "H"], "positions_angstrom": [[-0.1414, -2.7134, -0.9447], [0.4177, 2.1630, -0.6320], [-0.1736, 2.5699, 2.0762], [1.5710, 1.4362, 0.6153], [1.1052, -1.9492, -1.9185], [-0.3673, 1.8444, 1.4000], [0.9212, -1.0708, 0.1374], [0.1653, 0.0949, 2.6348], [0.3304, -1.7190, -1.1052], [-1.1764, -0.0291, -0.5318], [-1.5414, 0.1913, 2.0081], [0.9929, -1.7510, 1.0220], [-0.5912, -0.6502, -1.7247], [-0.5581, 0.4979, 1.8762], [-0.0917, 0.1657, 0.4048], [1.8063, -0.4933, -0.2068], [0.5180, 1.5734, 0.3320], [-1.4125, -1.1267, -2.3120], [-1.6984, 0.7962, -0.7813], [-0.0760, 0.1698, -2.3496]], "lowdin_charge": [0.109, 0.130, 0.106, 0.104, 0.118, -0.074, -0.094, 0.122, -0.210, -0.021, 0.081, 0.119, -0.223, -0.110, -0.440, 0.106, -0.177, 0.114, 0.111, 0.128], "multiplicity": 1, "total_charge": 0, "homo_lumo_gap_ha": 0.3501, "de_lowest_kj_mol": 196.4, "fmax_ev_per_a": 3.73}



Record 3
{"formula": "C29H54MnN3OP2", "method": "the ωB97M-V functional and the def2-TZVPD basis", "symbols": ["H", "H", "C", "H", "C", "H", "H", "C", "H", "C", "C", "N", "H", "H", "C", "H", "C", "C", "H", "H", "H", "H", "H", "H", "C", "H", "H", "C", "H", "H", "H", "C", "C", "H", "H", "H", "H", "H", "H", "H", "C", "Mn", "C", "C", "C", "C", "H", "H", "H", "H", "N", "H", "H", "H", "O", "H", "H", "H", "N", "H", "C", "C", "C", "H", "H", "H", "H", "C", "C", "H", "H", "C", "C", "C", "C", "P", "H", "C", "H", "P", "H", "C", "H", "H", "H", "H", "H", "H", "C", "H"], "positions_angstrom": [[-2.1105, 2.8730, -1.6844], [0.8483, -3.4339, -1.6957], [-2.3410, 2.6160, 0.9118], [-2.7068, 4.4372, -1.1576], [0.9420, -3.1960, 2.8838], [-1.0163, 4.6138, 2.1045], [2.8583, -1.9263, 1.2172], [2.1552, -2.1893, 0.4202], [2.6700, 5.0881, 2.1963], [1.6673, -2.1888, 3.7870], [1.9163, 5.1297, -0.4106], [-2.0614, -0.5494, -0.4867], [-1.0634, 4.2970, -1.8306], [1.9313, -2.7107, 4.7205], [-1.8033, 3.8021, -1.1897], [3.8465, -2.2675, -1.5961], [1.9610, 3.9306, 0.5549], [-1.9441, -3.5206, 0.3811], [2.4837, 1.2723, -3.6770], [4.1097, 3.8530, 0.8521], [0.9137, 4.9062, 2.2259], [-0.3448, -2.1219, -1.5399], [-2.8253, -1.3150, -4.8569], [-4.4420, 0.3929, -4.2869], [1.9005, -4.3811, 2.7026], [-2.3116, -0.6945, 1.8044], [1.0509, -1.3248, 4.0613], [3.2029, -1.3981, -1.7103], [3.5999, 3.0337, -0.6391], [-0.3092, -5.4966, 1.2061], [-1.0717, -2.8413, 3.7182], [-4.3329, 0.1059, -3.2335], [1.8465, 4.3870, 2.0055], [-1.8930, 0.6914, 2.6333], [-2.1883, -3.8581, 1.3963], [-1.5058, -1.7697, -3.7768], [1.4413, 2.9633, -2.2179], [2.4559, -3.1836, 0.0666], [-2.3500, 1.7319, -2.8823], [-5.0372, -0.6987, -3.0206], [-2.9125, -0.3343, -2.9604], [-0.1645, 0.0441, 0.6165], [1.0632, 0.6379, 1.8513], [3.3229, 3.2240, 0.4051], [-0.4385, -3.6082, 0.0748], [3.2452, -0.5729, -2.8378], [1.7771, 4.8360, -1.4584], [-0.9574, 0.5986, -2.9890], [-4.5867, 0.9759, -2.6286], [-0.5063, -5.6636, -0.5323], [-1.5344, -0.1848, 2.2320], [1.9440, 3.5398, 2.6927], [2.8777, 5.6671, -0.3471], [-0.8586, -3.7366, -2.0489], [2.0136, 0.7676, 2.5500], [3.9057, -0.8377, -3.6818], [-0.0705, -4.0165, 4.5943], [1.4670, -5.2149, 2.1475], [1.4676, -0.0718, -0.7315], [2.1490, -4.7659, 3.7018], [1.3037, 2.2444, -1.4055], [-1.2890, 4.8234, 1.0619], [1.7186, 0.9259, -1.6772], [-2.3085, 5.2414, 1.0917], [-2.1205, 2.4823, 1.9815], [3.3264, 2.2712, 0.9454], [2.6054, -1.8294, 3.3472], [-1.9815, 0.8033, -3.3326], [-0.0023, -5.0660, 0.2441], [-2.4204, 1.6353, 0.4178], [-0.6318, 5.5992, 0.6538], [-0.3448, -3.6589, 3.5884], [2.4769, 0.5805, -2.8437], [-2.5764, -1.5403, -3.8131], [2.2585, -1.1613, -0.7092], [0.5150, -2.3670, 1.2058], [-1.1357, -0.7484, 2.9918], [-2.7406, -0.6996, -1.4567], [1.1356, 5.8567, -0.1552], [0.5333, 2.6968, 0.1560], [-2.4883, -4.1512, -0.3399], [-1.3149, 3.5370, 0.2315], [2.8400, -4.0838, 2.2209], [-0.8402, -4.4899, 3.0685], [1.0760, -5.2059, 0.0972], [-2.3259, -2.5069, 0.2579], [-3.3338, 3.0914, 0.8546], [-3.1474, -2.4184, -3.4961], [-0.1756, -3.1929, -1.3789], [-1.9581, 0.9878, -4.4150]], "lowdin_charge": [0.042, 0.093, -0.103, 0.119, -0.653, 0.086, 0.102, -0.246, 0.115, -0.090, -0.048, 0.122, 0.096, 0.115, -0.073, 0.142, -0.650, -0.085, 0.136, 0.117, 0.060, 0.043, 0.115, 0.117, -0.060, 0.066, 0.075, 0.026, 0.091, 0.084, 0.077, -0.034, -0.076, 0.075, 0.083, 0.085, 0.104, 0.103, 0.059, 0.106, -0.577, 0.475, -0.195, -0.071, -0.636, 0.016, 0.076, 0.079, 0.096, 0.117, 0.050, 0.083, 0.120, 0.108, 0.132, 0.149, 0.115, 0.065, 0.030, 0.118, -0.163, -0.078, -0.310, 0.117, 0.076, 0.070, 0.080, -0.034, -0.070, 0.036, 0.079, -0.066, 0.041, -0.037, -0.285, 1.181, 0.057, 0.049, 0.081, 1.234, 0.113, -0.597, 0.092, 0.078, 0.090, 0.014, 0.121, 0.105, -0.090, 0.124], "multiplicity": 4, "s2": 3.9485, "total_charge": 3, "homo_lumo_gap_ha": [0.2083, 0.2798], "fmax_ev_per_a": 6.74}



Record 4
{"formula": "C31H34AsClGeO2PdSe2Te2", "method": "the ωB97M-V functional and the def2-TZVPD basis", "symbols": ["H", "H", "H", "H", "C", "H", "H", "O", "O", "H", "C", "C", "Se", "H", "C", "H", "H", "Se", "C", "Pd", "C", "C", "C", "C", "H", "H", "C", "H", "C", "H", "H", "H", "C", "C", "As", "H", "C", "C", "H", "H", "H", "C", "C", "C", "H", "C", "H", "C", "H", "C", "Ge", "C", "C", "C", "H", "H", "Cl", "Te", "H", "C", "H", "H", "H", "C", "H", "H", "C", "C", "H", "Te", "C", "C", "H", "C", "H"], "positions_angstrom": [[-4.3797, 3.3058, -1.9071], [-2.5478, 4.3173, 2.4164], [-3.7595, 0.4228, -0.9935], [6.4796, 1.7293, -0.4825], [2.5409, -2.1374, -4.5396], [2.7061, -4.3302, 2.6144], [1.9272, -2.8469, -2.6274], [0.3241, -0.0381, 2.0522], [-1.2750, -0.8219, -0.2978], [3.1597, -2.1366, 1.6052], [-1.5410, -3.0434, 2.6192], [-1.6882, -1.6977, 0.5697], [1.3911, 3.1360, 0.0943], [0.9008, -5.7620, 1.7200], [-0.0639, -1.1532, 2.4211], [-0.4511, -4.9897, -0.2015], [-2.0861, 5.7184, 1.4640], [0.3001, 2.3914, -2.1372], [5.6126, 1.4386, 0.0960], [-0.0598, 0.7865, 0.0458], [2.9473, -1.0476, -5.2924], [4.4375, 1.3495, 2.1913], [3.4505, 0.3669, 0.2184], [1.0995, -4.7976, 1.2711], [2.4758, -3.1179, -4.9921], [2.8284, 1.3447, -2.9126], [2.3639, -2.7530, 1.2032], [-4.9344, 2.9934, 1.8332], [0.5945, -3.1293, -0.3825], [-4.0295, -4.1771, 0.6576], [6.3563, 2.2727, 1.9251], [-5.3529, 2.4586, -0.7087], [3.0488, 0.2048, -4.6995], [1.6091, -2.3091, 0.1165], [-2.3704, 2.0290, 0.2936], [3.3790, 1.0560, -5.2807], [2.2214, -1.9783, -3.1976], [-4.7964, 1.9247, 2.0051], [-5.1919, 1.7013, 2.9970], [-2.0421, 4.3267, -0.6297], [-3.2393, -2.3291, -0.7705], [5.5442, 1.7400, 1.4479], [-1.9982, 4.6332, 1.5286], [-3.4772, 1.4535, -1.2139], [4.3860, 1.5800, 3.2475], [-1.0990, -1.9544, 1.8395], [2.5296, 0.3904, 2.1671], [-3.2034, -3.5555, 0.9776], [-3.6106, 4.2113, 0.1510], [-2.5518, 3.9763, 0.2706], [2.0265, -0.5928, -0.6790], [3.3957, 0.6686, 1.5825], [-2.5745, -3.8312, 2.1994], [2.7317, 0.3640, -3.3618], [-5.2611, 1.8557, -2.3574], [4.6467, 0.5191, -1.5706], [-3.1162, -5.1657, 3.1618], [0.8931, 4.1079, -3.6458], [-0.0259, -2.7885, -1.2025], [2.1098, -3.9920, 1.7768], [0.4047, -1.5739, 3.3222], [-5.4068, 1.3846, 1.2818], [-2.7482, 1.9445, 2.7307], [0.3434, -4.3667, 0.1884], [-0.9457, 4.3930, 1.6852], [-1.0555, -3.2477, 3.5657], [-2.7747, -2.5196, 0.1879], [4.5702, 0.7575, -0.5179], [-2.7913, 1.4055, -2.0624], [2.4516, 5.1557, -0.5005], [-4.6837, 2.3194, -1.5563], [2.3073, -0.7228, -2.5920], [-3.2224, 0.4303, 1.9942], [-3.3326, 1.5144, 1.9149], [3.1931, -1.1726, -6.3387]], "lowdin_charge": [0.066, 0.067, 0.063, 0.109, -0.063, 0.109, 0.090, -0.122, -0.246, 0.099, -0.066, -0.393, -0.046, 0.113, -0.193, 0.117, 0.078, -0.086, -0.071, 0.226, -0.067, -0.070, -0.342, -0.064, 0.111, 0.047, -0.105, 0.065, -0.134, 0.112, 0.109, 0.055, -0.075, -0.307, 1.192, 0.107, -0.087, -0.150, 0.078, 0.055, 0.119, -0.071, -0.164, -0.401, 0.111, -0.155, 0.083, -0.081, 0.061, -0.428, 1.066, -0.150, -0.680, -0.187, 0.078, 0.092, 0.673, 0.485, 0.110, -0.067, 0.139, 0.066, 0.065, -0.065, 0.032, 0.121, -0.009, -0.105, 0.045, 0.517, -0.155, -0.301, 0.060, -0.397, 0.110], "multiplicity": 2, "s2": 0.9301, "total_charge": 1, "homo_lumo_gap_ha": [0.1127, 0.1246], "de_lowest_kj_mol": 393.4, "fmax_ev_per_a": 2.03}